(1)
The molecule C9H15Br3Cl3O3P at a distorted geometry, computed with ωB97M-V with the def2-TZVPD basis set.

Last column: Löwdin charge in e.
Geometry (Å):
H1 0.8532 -4.5340 -2.4493  0.08
C1 -3.0278 1.2231 -0.7139  -0.54
P1 0.4070 -0.1596 -0.3117  0.55
Br1 -1.3346 -3.4091 -0.7988  0.66
C2 0.4258 -2.6799 -1.4354  -0.74
H2 0.2684 -2.1444 -2.3868  0.10
O1 -0.9705 -0.0233 -1.1903  -0.21
C3 1.0767 2.3532 1.9245  -0.47
C4 1.1122 -1.7992 -0.3709  -0.30
Cl1 1.8401 -4.7230 -0.2106  0.56
H3 1.9227 2.7646 2.4136  0.08
H4 -3.5480 0.6290 -1.4465  0.06
H5 2.2737 -3.4931 -2.2252  0.09
C5 -1.5298 1.2982 -1.0554  -0.52
H6 1.2206 2.5912 0.8680  0.08
Br2 -3.2734 0.2626 0.9650  0.67
C6 -1.3056 2.0953 -2.3750  -0.50
H7 2.1774 -1.6989 -0.5814  0.11
H8 -1.0766 1.8398 -0.2262  0.09
H9 2.0741 0.4922 1.6792  0.14
H10 0.9551 -2.2114 0.6217  0.03
H11 -1.8136 1.6507 -3.2549  0.10
H12 -0.2285 2.1296 -2.5704  0.07
Br3 1.0052 -1.5343 3.5172  0.68
O2 0.0639 0.2242 1.2229  -0.27
C7 1.3605 -3.8678 -1.7239  -0.62
C8 1.1036 0.8407 2.0096  -0.53
H13 1.6373 0.8349 4.1033  0.08
Cl2 -1.8444 3.8030 -2.1919  0.57
C9 0.8598 0.4201 3.4444  -0.54
H14 -3.5143 2.2006 -0.6911  0.05
H15 -0.1523 0.7557 3.7786  0.07
O3 1.4528 0.7426 -0.8664  -0.27
Cl3 -0.4708 3.1269 2.5280  0.57

Cartesian forces (eV/Å) of the 6 atoms listed first:
H 0.4 0.0 0.8
C 0.4 -0.6 -0.2
P 1.4 2.0 -0.9
Br 0.9 0.6 -0.4
C 0.8 -0.8 0.4
H -0.2 -0.2 0.5

Calculated values
Largest force on an atom (hartree/bohr): 0.051
HOMO level (hartree): -0.373
Structure (SMILES): O=P(C[C@H](Br)CCl)(O[C@@H](CCl)CBr)O[C@@H](CCl)CBr
Gap between HOMO and LUMO (eV): 10.679
ΔE to the lowest compared entry with this formula, charge and spin (kJ/mol): 0.00
Lowest unoccupied orbital energy (eV): 0.52

---

(2)
The molecule C4H5NO at a distorted geometry, computed with ωB97M-V with the def2-TZVPD basis set.

Last column: Löwdin charge in e.
Geometry (Å):
C1 -1.3110 0.2832 -0.3946  -0.15
C2 0.6305 -0.3793 0.7345  -0.13
H1 -0.0816 1.6329 -0.1288  0.13
O1 -1.0552 1.5477 -0.2882  0.06
N1 2.9399 0.5686 0.1174  0.12
H2 -0.8360 -1.7233 -0.1464  0.12
C3 -0.2918 -0.7936 -0.3521  -0.22
C4 1.8934 0.1409 0.4236  -0.29
H3 0.2065 -0.9267 -1.3250  0.13
H4 0.3121 -0.4707 1.7642  0.10
H5 -2.3845 0.0766 -0.3943  0.13

Cartesian forces (eV/Å) of the 6 atoms listed first:
C -1.2 -1.6 0.0
C 0.3 -0.5 0.0
H -0.7 0.3 -0.2
O 1.4 1.6 0.1
N -1.0 -0.3 0.3
H 0.2 0.1 0.1

Calculated values
Largest force on an atom (hartree/bohr): 0.040
HOMO level (alpha / beta) (hartree): -0.264 / -0.313
Gap between HOMO and LUMO (alpha / beta) (eV): 5.777 / 8.756
ΔE to the lowest compared entry with this formula, charge and spin (kJ/mol): 350.96
Lowest unoccupied orbital energy (alpha / beta) (eV): -1.41 / 0.25

---

(3)
A structure of composition C24H33NO17S at a distorted geometry, computed with ωB97M-V with the def2-TZVPD basis set.

Last column: Löwdin charge in e.
Geometry (Å):
H1 -2.9736 3.3699 -2.8553  0.12
H2 2.4328 5.2691 -1.9184  0.10
H3 0.7467 -0.5988 6.7305  0.09
H4 1.9958 -2.7601 -5.8552  0.14
O1 -0.3329 4.0987 -0.3711  0.13
H5 0.9278 -2.6477 8.8639  0.14
C1 1.7653 5.1224 -1.0696  -0.01
C2 -0.2410 4.6891 -2.5705  -0.05
N1 1.1813 -3.2117 -0.4324  0.13
C3 -0.3236 -0.7879 6.7784  -0.03
C4 -2.8895 2.5683 -2.1213  -0.07
C5 -2.0257 0.9124 -3.8521  -0.06
C6 1.6391 -2.8176 -1.6154  -0.11
C7 -0.1186 -3.1364 -5.5528  -0.05
H6 -3.8522 2.0637 -2.0317  0.12
H7 0.7303 1.8262 2.2980  0.16
O2 -3.2337 -3.3284 9.3218  0.17
C8 -0.0328 -2.7484 8.3645  -0.09
O3 -2.0906 -1.8029 8.1184  0.08
C9 -0.4803 -2.2722 -6.7424  -0.50
S1 2.4885 -0.7494 -3.8486  0.99
C10 2.1194 -3.1626 0.5053  -0.16
C11 -1.4097 1.8625 2.1331  0.00
H8 1.0100 3.1951 -1.6419  0.16
H9 -0.6039 -1.4255 5.9448  0.08
H10 -2.2621 1.1939 2.2604  0.10
O4 -0.0506 0.3833 3.5438  0.08
H11 -1.4618 2.3149 1.1469  0.06
O5 -1.4972 4.0601 -2.2735  -0.04
O6 0.9660 -0.8706 2.0092  0.05
O7 1.1329 -1.4546 -4.4840  -0.36
C12 -1.5457 3.8653 -0.9315  -0.46
O8 1.9454 0.0520 -2.7929  -0.38
C13 0.1016 0.0251 1.2996  -0.09
O9 -1.3182 -0.3267 -3.6698  0.01
O10 -0.8211 -0.9808 -6.5243  0.11
O11 -0.9842 -3.3940 9.2236  0.06
H12 4.0729 -2.7558 1.1998  0.11
O12 -1.0095 -1.6433 -1.8680  0.16
C14 0.6304 4.2010 -1.4386  -0.31
C15 2.9129 -2.4059 -1.8805  -0.30
H13 1.8085 -3.4699 1.4924  0.11
H14 -3.0750 0.6876 -4.0538  0.14
H15 -0.1596 -4.1744 -5.8380  0.13
C16 -0.7011 -1.4236 8.0921  -0.33
H16 0.1198 4.3830 -3.5494  0.15
H17 4.8612 -2.0518 -1.0878  0.13
C17 -0.1093 1.1244 2.3025  -0.31
H18 0.5789 0.3696 0.3847  0.14
H19 -1.5069 2.6485 2.8823  0.10
C18 3.4105 -2.7531 0.3546  -0.05
H20 0.9290 -2.8234 -2.4252  0.09
H21 -0.5336 -0.7234 8.9162  0.16
H22 -0.8166 -0.5088 1.0461  0.14
H23 -1.6117 1.4721 -4.6882  0.14
O13 -0.4626 -2.7119 -7.8743  0.10
O14 3.2925 -2.0316 -3.1826  -0.26
H24 -0.8499 0.1584 6.6491  0.09
O15 -1.7740 0.4612 -1.6315  0.10
H25 2.3416 4.7065 -0.2437  0.09
O16 1.1316 -1.4299 4.1834  0.15
H26 -0.8358 -2.9257 -4.7644  0.13
H27 0.0892 -3.3534 7.4633  0.14
H28 -0.3846 5.7719 -2.5598  0.15
C19 -1.3325 -0.6056 -2.3377  -0.55
H29 -2.6650 3.0093 -1.1502  -0.23
H30 -0.4056 -0.6479 -5.7175  0.07
H31 -0.8305 2.0783 -2.4810  0.14
O17 -2.5141 3.5320 -0.3328  0.28
H32 1.5456 -3.5096 -4.3111  0.11
C20 -1.8108 1.5933 -2.5195  -0.28
H33 1.3865 6.0909 -0.7416  0.10
C21 1.2705 -2.7656 -5.0462  -0.21
C22 -2.2076 -2.8850 8.9279  -0.57
C23 0.7252 -0.7094 3.3294  -0.55
C24 3.8556 -2.3745 -0.8876  0.01

Cartesian forces (eV/Å) of the 6 atoms listed first:
H -1.2 -1.2 -0.2
H 0.0 -0.1 0.0
H 0.0 -0.1 0.0
H 0.2 0.0 -0.1
O -1.2 -0.4 -0.1
H -0.1 -0.1 0.1

Calculated values
Largest force on an atom (hartree/bohr): 0.288
HOMO level (hartree): -0.307
Gap between HOMO and LUMO (eV): 8.157
Lowest unoccupied orbital energy (eV): -0.19

---

(4)
A structure of composition C21H43Br9O30S8 at a distorted geometry, computed with ωB97M-V with the def2-TZVPD basis set.

Last column: Löwdin charge in e.
Geometry (Å):
H1 -3.3486 -2.1442 1.3570  0.07
H2 5.9765 0.3474 2.2872  -0.04
H3 -0.3975 6.4824 -0.8589  0.14
Br1 4.6821 2.8215 -1.7946  0.50
O1 4.5951 -2.2795 3.7484  -0.27
O2 -6.1542 -3.0713 1.4045  -0.26
H4 -6.0632 4.5735 -1.0702  0.14
S1 0.7651 -1.1167 -0.8285  0.72
H5 -8.5507 -3.4876 1.5557  0.08
O3 3.2062 -2.8318 1.7511  -0.23
O4 -4.6296 7.1751 -0.5118  -0.24
H6 -5.7787 3.6531 -3.7797  0.14
O5 -0.0081 -1.3273 -4.5551  -0.29
C1 2.4321 -2.2670 2.7915  -0.16
H7 0.7034 3.4184 0.6547  0.08
C2 -6.0676 3.2178 -2.8230  -0.23
H8 -2.7967 -3.7094 0.5240  0.07
H9 -7.2906 -1.6988 2.2800  0.12
S2 -4.7928 -4.0287 1.6882  0.75
H10 3.2502 3.1727 6.7170  0.13
O6 -5.1708 0.5834 -0.6664  -0.25
H11 -8.8701 -3.4581 3.2768  0.08
C3 0.2888 -4.1182 -6.2941  -0.11
H12 2.5679 -3.7518 -1.5662  0.11
S3 1.0298 -1.7605 -5.5467  0.76
C4 3.2289 -2.4904 4.1699  -0.13
Br2 -1.7470 3.4462 -4.1637  0.57
O7 1.1586 -2.3694 -0.1173  -0.30
Br3 1.3666 2.8796 -3.3670  0.59
H13 -0.8901 7.2320 1.4863  0.14
O8 4.0555 -5.2016 -0.8914  -0.22
H14 -4.1087 -2.7903 -0.1844  0.07
O9 -4.8840 3.1006 -0.7856  -0.20
H15 0.6276 2.3210 1.9730  0.07
H16 4.7736 -2.7879 -2.7758  0.11
H17 2.3873 -1.1897 2.6320  0.10
C5 5.5672 1.3146 2.5791  -1.37
H18 3.4792 0.5366 -1.6522  -0.06
S4 0.6674 1.0902 6.8626  0.81
C6 -1.2650 5.9968 -0.4120  -0.15
Br4 6.7403 2.9341 2.3322  0.53
H19 2.3810 -4.9795 -5.4987  0.14
C7 0.4003 2.4030 0.9102  -0.07
O10 1.4756 -0.7227 -2.0663  -0.32
O11 -4.3987 -3.9152 3.1079  -0.31
Br5 5.9505 0.0697 -1.0269  0.66
O12 1.2026 1.3645 5.2879  -0.22
O13 1.8105 -0.7561 -6.2616  -0.30
O14 -5.0602 -5.3297 0.9585  -0.32
C8 1.6641 2.6455 5.1494  -0.28
H20 2.4788 2.7086 4.4280  0.07
O15 -2.3242 7.9852 0.1074  -0.19
C9 4.6682 -3.1393 -1.7494  -0.16
O16 -3.1435 1.6112 -1.9488  -0.33
H21 3.1309 -3.4692 4.6394  0.12
H22 0.8196 3.1784 4.7124  0.13
H23 0.5587 -4.5994 -7.2342  0.13
H24 -2.4078 6.5698 1.4515  0.13
H25 1.9714 1.6494 -0.4396  0.05
C10 -5.4027 4.0073 -1.7269  -0.18
S5 5.6863 -5.4625 -1.0683  0.71
H26 4.3846 -2.3685 -1.0328  0.07
C11 -0.1178 2.3802 -4.5705  -1.45
O17 5.5835 -1.9947 1.3789  -0.30
C12 1.5545 -4.2817 -5.3642  -0.18
O18 1.6538 2.3346 7.5075  -0.21
H27 -7.1176 2.9254 -2.8191  0.14
C13 -1.6492 6.9388 0.7612  -0.18
O19 5.1091 -4.3854 2.3266  -0.24
O20 -5.5274 1.9825 -2.8243  -0.20
C14 3.5242 -4.2229 -1.7938  -0.14
H28 -1.4946 -1.2990 -0.2967  0.07
H29 -0.6701 2.3999 0.7049  0.09
H30 1.1618 -4.6011 -4.3988  0.11
Br6 3.8579 1.7893 1.8090  0.59
S6 4.8160 -2.9316 2.1754  0.77
H31 -7.8942 -4.7106 2.6495  0.08
H32 -4.6222 4.6677 -2.1047  0.11
C15 -8.0954 -3.6457 2.5334  -0.07
C16 -3.6055 -3.0163 0.7557  -0.13
C17 2.1899 3.1901 6.4649  -0.15
O21 6.0111 -6.3427 -2.2350  -0.28
O22 -0.7674 1.4629 6.8009  -0.26
H33 -6.4113 -2.5028 3.4430  0.12
H34 0.2790 1.6377 -0.9856  0.08
H35 -1.1336 -2.0156 -2.0531  0.09
H36 -1.0152 5.0387 0.0438  0.12
O23 0.2377 -2.7009 -6.6829  -0.22
O24 5.8695 -3.8734 -1.4100  -0.22
H37 1.3993 -2.6151 2.8066  0.13
H38 1.7023 4.1650 6.4704  0.13
O25 6.2441 -5.8175 0.1794  -0.21
S7 -3.2946 7.4137 -1.0370  0.68
S8 -4.5527 1.6192 -1.4967  0.78
Br7 0.1570 2.0645 -6.5453  0.59
Br8 5.1329 1.0442 4.5994  0.51
C18 4.4684 0.8639 -1.9723  -1.48
H39 -0.6415 -4.4535 -5.8358  0.13
O26 1.1105 -0.2048 7.4119  -0.25
Br9 4.6260 0.4326 -3.9284  0.55
C19 -6.9161 -2.6992 2.4971  -0.33
O27 -2.4484 6.0315 -1.1800  -0.21
C20 0.9385 1.4890 -0.1306  -0.38
H40 3.1422 -1.7852 4.9964  0.11
H41 -1.0902 -0.3453 -1.7175  0.05
O28 -3.1852 8.2019 -2.2546  -0.23
H42 3.4938 -4.7709 -2.7355  0.11
O29 2.0322 -3.0122 -4.9593  -0.22
H43 -0.4271 1.4277 -4.1400  -0.07
C21 -0.9477 -1.3145 -1.2394  -0.10
O30 0.7490 0.1743 0.2690  -0.25

Cartesian forces (eV/Å) of the 6 atoms listed first:
H 0.0 -0.2 -0.1
H 0.0 0.4 -0.4
H -0.1 -0.4 -0.8
Br -0.5 -0.6 0.0
O 0.7 -0.9 -2.5
O 3.3 -1.3 -0.4

Calculated values
Largest force on an atom (hartree/bohr): 0.120
HOMO level (hartree): -0.379
Gap between HOMO and LUMO (eV): 9.463
ΔE to the lowest compared entry with this formula, charge and spin (kJ/mol): 0.77
Lowest unoccupied orbital energy (eV): -0.84

---

(5)
A structure of composition C6H14ClILaO3P at a distorted geometry, computed with ωB97M-V with the def2-TZVPD basis set.

Last column: Löwdin charge in e.
Geometry (Å):
C1 4.9024 -0.0069 2.7447  0.05
O1 2.4271 0.5102 3.3229  0.32
La1 0.1346 -1.5791 0.4620  1.05
C2 -2.5596 1.8886 -0.7591  -0.27
H1 -2.6252 0.0841 -3.0145  0.06
H2 5.6063 0.4891 3.4537  0.15
O2 -3.2922 0.0365 2.2676  0.11
H3 -1.2066 1.1209 -3.3304  0.06
H4 1.0855 0.7098 -0.9670  0.01
H5 -2.8384 -3.3681 0.5034  0.09
H6 -2.5248 2.2906 0.2512  0.04
H7 -3.5734 1.5282 -0.9386  0.06
H8 -2.3027 -3.4599 -0.9833  0.10
C3 -2.2753 -0.2144 1.7876  -0.07
C4 3.5797 0.4221 3.1856  0.06
P1 -1.3836 0.5463 -0.9862  0.64
O3 -2.1358 -3.0187 -0.0919  -0.22
C5 -1.5753 0.2602 -2.7698  -0.28
Cl1 0.2786 -2.4011 -1.9323  -0.08
H9 0.2775 2.0177 -1.8529  0.07
H10 -1.0125 -0.6275 -3.0711  -0.03
H11 4.9713 -1.1160 2.8354  0.13
C6 0.2237 1.4031 -0.9470  -0.30
H12 0.3014 2.0829 -0.0880  0.06
I1 2.8508 -2.7061 0.6593  -0.02
H13 -2.3713 2.7044 -1.4594  0.07
H14 5.0379 0.4032 1.7179  0.15

Cartesian forces (eV/Å) of the 6 atoms listed first:
C 0.1 1.2 1.0
O 5.9 0.2 -0.2
La -1.5 -0.7 -0.3
C -0.3 0.4 0.4
H 0.0 0.1 0.1
H 0.0 -0.3 -0.5

Calculated values
Largest force on an atom (hartree/bohr): 0.115
Charge: +2
HOMO level (hartree): -0.554
Gap between HOMO and LUMO (eV): 6.357
ΔE to the lowest compared entry with this formula, charge and spin (kJ/mol): 21.22
Lowest unoccupied orbital energy (eV): -8.73

---

(6)
A structure of composition C38H29BrFN9O4W, computed with ωB97M-V with the def2-TZVPD basis set.

Last column: Löwdin spin population.
Geometry (Å):
H1 -0.8194 -3.4411 1.7738  0.00
H2 -0.9969 -5.1758 -2.8794  0.00
N1 -5.6686 -2.6227 4.1068  0.01
C1 2.8270 2.6696 -1.7142  0.00
C2 2.5110 -2.4446 2.6727  0.00
C3 -3.9068 2.5684 -0.5695  0.00
H3 -0.1860 0.1351 3.4860  0.00
H4 4.3275 6.2206 -2.1104  0.00
C4 2.3623 0.4637 -2.6322  0.00
H5 0.2976 -4.2651 -1.1866  0.00
H6 4.0286 -4.8253 0.7988  0.00
C5 2.5565 6.0668 -0.0694  0.00
C6 -5.0197 1.1110 0.9634  0.00
H7 4.8545 4.3998 -3.7808  0.00
H8 4.7824 2.0210 -4.3982  0.00
F1 3.5935 -0.2428 -4.4812  0.00
H9 1.8061 -0.4614 -2.6123  0.00
C7 -3.8594 0.3639 1.0141  0.00
C8 -2.7846 1.7693 -0.4556  0.01
Br1 -2.9703 -5.5174 -5.0454  0.00
H10 4.3024 -3.6232 2.9396  0.00
H11 -4.2064 -2.8989 -4.5354  0.00
H12 -1.6175 -4.3932 2.9793  0.00
C9 -2.5956 -2.7184 2.4964  0.01
H13 1.5547 6.1529 -0.4950  0.00
H14 2.8598 5.4879 -2.7463  0.00
C10 -3.1940 -1.9696 -2.9091  0.01
C11 2.5812 -1.7356 3.8955  0.02
N2 -4.7868 -1.1703 2.5712  0.01
C12 -4.6544 -2.3031 3.3136  0.01
H15 3.4042 -1.9236 4.5747  0.00
N3 -1.5349 -3.5305 2.4672  0.01
C13 1.6069 -0.8371 4.2035  0.00
C14 1.1133 1.2440 -0.6586  0.01
O1 -0.6829 1.0141 1.5682  0.06
C15 -0.0328 2.1523 1.4296  0.01
H16 -5.6153 -3.4501 4.6756  0.00
C16 2.1082 1.4660 -1.6824  0.00
N4 0.4990 -1.2132 2.1114  0.00
C17 4.0400 1.8880 -3.6207  0.00
C18 0.9206 2.2492 0.2868  0.01
C19 3.7539 5.2955 -2.1450  0.00
N5 2.5592 3.6518 -0.7501  0.01
C20 -3.7535 -0.8743 1.8447  0.01
C21 1.4329 -2.1715 1.8202  0.01
H17 -3.7995 -1.0734 -2.9213  0.00
C22 1.2567 -2.8962 0.6299  0.00
C23 -1.3800 -3.2506 -1.9573  0.01
O2 -0.1041 3.0318 2.2533  0.00
C24 0.5794 -0.5953 3.2728  0.02
H18 2.4762 5.9615 1.0113  0.00
C25 3.3048 -4.0843 1.1090  0.00
H19 -6.4814 -2.0330 4.1443  0.00
C26 2.1934 -3.8273 0.2762  0.00
O3 0.4742 0.1314 -0.6744  0.05
H20 -1.8730 1.9905 -0.9954  0.00
C27 -5.0406 2.2351 0.1530  0.00
N6 -3.5934 -3.1007 3.2813  0.00
H21 5.5105 4.0651 -2.1909  0.00
N7 -2.5920 -1.5651 1.7572  0.02
C28 3.8114 2.8834 -2.7047  0.00
H22 1.4899 4.1849 0.9260  0.00
O4 -1.9292 -1.1439 -1.0979  0.05
C29 4.5773 4.1762 -2.7516  0.00
C30 -2.1680 -2.0964 -1.9649  0.01
H23 4.2400 4.7330 -0.1427  0.00
N8 -2.7743 0.6922 0.3261  0.01
H24 -3.8839 3.4369 -1.2123  0.00
C31 3.3211 0.6928 -3.5694  0.00
C32 -3.4130 -2.9899 -3.8048  0.01
H25 3.0807 7.0023 -0.2592  0.00
C33 -1.6163 -4.2869 -2.8877  0.01
C34 1.6594 3.4163 0.1874  0.00
H26 -5.8723 0.8034 1.5497  0.00
C35 3.4602 -3.4200 2.2902  0.00
C36 -2.6267 -4.1562 -3.7967  0.01
C37 3.3420 4.9458 -0.7283  0.00
H27 2.1297 -4.3853 -0.6474  0.00
C38 -0.3021 -3.3705 -1.0442  0.03
W1 -0.9741 -0.6780 0.5256  1.57
N9 0.0428 -2.5707 -0.0784  0.01
H28 -5.9320 2.8444 0.0880  0.00
H29 1.6084 -0.2855 5.1326  0.00

Cartesian forces (eV/Å) of the 6 atoms listed first:
H 0.1 0.0 -0.1
H 0.0 0.0 0.0
N 0.1 0.0 0.0
C 0.1 0.2 0.1
C 0.2 -0.1 0.2
C 0.1 0.0 -0.1

Calculated values
Largest force on an atom (hartree/bohr): 0.019
Charge: +2
2S+1: 3
HOMO level (alpha / beta) (hartree): -0.447 / -0.477
Gap between HOMO and LUMO (alpha / beta) (eV): 6.334 / 6.950
ΔE to the lowest compared entry with this formula, charge and spin (kJ/mol): 0.00
Lowest unoccupied orbital energy (alpha / beta) (eV): -5.84 / -6.02